Entry one
Density functional theory data (ωB97M-V/def2-TZVPD) for 2 unconnected molecules or ions with the total composition C4H2O.

Calculated values
HOMO (alpha / beta): -10.6173 / -10.6170 eV
E_LUMO (alpha / beta): -2.33 / -2.33 eV

ORCA input file:
```
! RIJCOSX wB97M-V def2-TZVPD def2/J DEFGRID3
* xyz 0 1
C -1.4937 0.0450 -0.4317
C -2.5995 -0.1647 0.0832
C 0.9455 -0.4769 0.0752
C -0.2268 0.3844 -0.0246
O 1.9546 0.0650 -0.2343
H 0.9849 -1.5381 0.3458
H 0.4350 1.6852 0.1864
*
```

Here are the Mulliken charges for atoms 1 to 4, given in e: C -0.02; C -0.26; C 0.10; C -0.10

---

Entry two
Density functional theory data (ωB97M-V/def2-TZVPD) for 2 unconnected molecules or ions with the total composition C4H2O.

Calculated values
HOMO: -10.1134 eV
E_LUMO: -2.14 eV

ORCA input file:
```
! RIJCOSX wB97M-V def2-TZVPD def2/J DEFGRID3
* xyz 0 1
C -0.7315 -1.9332 -0.0061
C -1.4929 -2.8760 -0.2732
C -0.3532 0.2261 -1.1430
C -0.4465 -0.6694 0.0335
O -1.1998 0.9120 -1.6032
H 0.7319 0.3289 -1.4086
H -0.5608 -0.0330 1.7472
*
```

Here are the Mulliken charges for atoms 1 to 4, given in e: C 0.28; C -0.29; C 0.27; C -0.42

---

Entry three
Density functional theory data (ωB97M-V/def2-TZVPD) for a single C4H2O molecule.

Calculated values
HOMO (alpha / beta): -9.2505 / -9.2702 eV
E_LUMO (alpha / beta): -2.19 / -2.15 eV

ORCA input file:
```
! RIJCOSX wB97M-V def2-TZVPD def2/J DEFGRID3
* xyz 0 1
C 0.4785 0.7398 0.2519
C -0.1040 0.9020 -0.9406
C -0.7512 -0.1669 -1.3572
C -0.9122 -1.3554 -0.8070
H 1.4018 1.1817 0.6238
O 0.2002 -0.6075 0.7063
H -0.3131 -0.6938 1.5230
*
```

Here are the Mulliken charges for atoms 1 to 4, given in e: C -0.16; C -0.12; C 0.33; C -0.34

---

Which of them is most stable? Easy: entry one.

---

Entry one
Density functional theory data (ωB97M-V/def2-TZVPD) for a single C4H7N5S molecule.

Calculated values
HOMO: -8.8682 eV
SMILES string: CSc1nc(N)nc(N)n1
E_LUMO: 0.58 eV

ORCA input file:
```
! RIJCOSX wB97M-V def2-TZVPD def2/J DEFGRID3
* xyz 0 1
C -2.9557 0.0758 0.8377
S -2.5027 -0.2186 -0.8574
C -0.8118 -0.1736 -0.6024
N -0.2511 1.0161 -0.5066
C 1.0582 1.0969 -0.2684
N 1.6842 2.2948 -0.1585
N 1.8690 0.0782 -0.1166
C 1.2536 -1.2002 -0.2662
N 1.9644 -2.2351 -0.0753
N -0.0411 -1.3136 -0.3631
H -4.1346 0.1516 0.8250
H -2.7471 -0.7409 1.5541
H -2.5821 0.9055 0.9684
H 1.2733 3.0287 -0.5957
H 2.6413 2.4152 -0.0239
H 1.4679 -2.9776 -0.2093
H 2.8145 -2.2034 -0.1416
*
```

Here are the Mulliken charges for atoms 1 to 4, given in e: C -0.90; S -0.15; C 0.53; N -0.58

---

Entry two
Density functional theory data (ωB97M-V/def2-TZVPD) for a single C4H7N5S molecule.

Calculated values
HOMO: -8.2830 eV
E_LUMO: 0.69 eV

ORCA input file:
```
! RIJCOSX wB97M-V def2-TZVPD def2/J DEFGRID3
* xyz 0 1
C 2.5898 1.4518 0.2413
C 1.7633 0.7586 -0.6166
C -1.8259 -0.2026 0.1583
C -1.0581 0.0747 -1.2188
N 3.5133 0.6488 0.7132
N 2.1277 -0.5349 -0.5238
N -0.7015 1.8697 0.4333
N 3.1969 -0.5138 0.1918
N -1.2250 0.7171 1.1582
S -0.0828 1.6251 -1.0044
H 2.7836 2.4873 0.4681
H -2.8155 -0.0148 0.0060
H -1.9709 -1.2629 0.4922
H -0.3535 -0.6697 -1.6945
H -1.7958 0.4295 -2.0621
H 3.7753 -1.3506 0.3226
H -0.4933 0.2607 1.7018
*
```

Here are the Mulliken charges for atoms 1 to 4, given in e: C -0.16; C 0.11; C -0.49; C -0.53

---

Entry three
Density functional theory data (ωB97M-V/def2-TZVPD) for 2 unconnected molecules or ions with the total composition C4H7N5S.

Calculated values
HOMO (alpha / beta): -7.4276 / -7.4271 eV
E_LUMO (alpha / beta): -1.30 / -1.30 eV

ORCA input file:
```
! RIJCOSX wB97M-V def2-TZVPD def2/J DEFGRID3
* xyz 0 1
C -1.9200 0.9899 0.8149
C 2.2927 -1.2090 -0.1372
C 1.6152 -0.3749 -0.9078
C 0.1655 -0.4731 -0.9668
N -0.2361 0.3752 1.8454
N -2.2702 0.8492 2.1149
N -1.2413 0.4197 2.7350
N -0.5724 0.7793 0.6185
N -0.4933 0.2835 -1.9073
S -3.0283 1.3492 -0.3800
H 3.4685 -1.4312 -0.1704
H 1.6970 -1.8229 0.5175
H 1.9443 0.3989 -1.5577
H -0.3192 -1.3285 -0.5842
H -0.2759 1.0340 -2.4779
H -1.4596 0.2829 -1.4860
H 0.6331 -0.1222 1.9290
*
```

Here are the Mulliken charges for atoms 1 to 4, given in e: C 0.38; C -0.69; C -0.12; C 0.35

---

Which of them is most stable? Easy: entry one.

---

Entry one
Density functional theory data (ωB97M-V/def2-TZVPD) for a single C2H4BrFO molecule.

Calculated values
HOMO: -10.1839 eV
SMILES string: C[C@](O)(F)Br
E_LUMO: 0.69 eV

ORCA input file:
```
! RIJCOSX wB97M-V def2-TZVPD def2/J DEFGRID3
* xyz 0 1
C -0.8071 0.7916 0.4301
C 0.5806 -0.3182 -0.0272
O 0.2007 -0.8359 -1.2603
F 0.6213 -1.2888 0.8904
Br 2.2669 0.6611 -0.0053
H -0.8033 1.1234 1.4228
H -1.0581 1.6264 -0.1986
H -1.4746 -0.0434 0.2998
H 0.4736 -1.7161 -1.5516
*
```

Here are the Mulliken charges for atoms 1 to 4, given in e: C -0.95; C 0.50; O -0.46; F -0.21

---

Entry two
Density functional theory data (ωB97M-V/def2-TZVPD) for a single C2H4BrFO molecule.

Calculated values
HOMO: -10.2423 eV
SMILES string: C[C@](O)(F)Br
E_LUMO: 0.67 eV

ORCA input file:
```
! RIJCOSX wB97M-V def2-TZVPD def2/J DEFGRID3
* xyz 0 1
C -0.4713 -0.3625 -1.0323
C 0.3510 0.0991 0.3856
O 0.5256 1.3690 0.6183
F 1.4913 -0.5988 0.4881
Br -0.8607 -0.6558 1.8751
H -0.6464 -1.3828 -0.9042
H -1.5164 -0.0959 -1.0505
H 0.1754 0.0155 -1.8416
H 0.9514 1.6122 1.4617
*
```

Here are the Mulliken charges for atoms 1 to 4, given in e: C -1.08; C 0.54; O -0.43; F -0.22

---

Entry three
Density functional theory data (ωB97M-V/def2-TZVPD) for a single C2H4BrFO molecule.

Calculated values
HOMO: -10.2374 eV
SMILES string: OC[C@H](F)Br
E_LUMO: 0.65 eV

ORCA input file:
```
! RIJCOSX wB97M-V def2-TZVPD def2/J DEFGRID3
* xyz 0 1
O 0.3747 0.5916 -1.2568
C 0.6423 0.2035 0.0404
C -0.6640 -0.5621 0.3889
F -0.7700 -1.7048 -0.3214
Br -2.2482 0.5279 0.2709
H 1.0559 1.1939 -1.6424
H 1.6632 -0.4004 0.3165
H 0.6065 1.0614 0.7043
H -0.6604 -0.9111 1.4996
*
```

Here are the Mulliken charges for atoms 1 to 4, given in e: O -0.47; C -0.35; C 0.03; F -0.23

---

Which of them is most stable? Easy: entry two.